Here is a structure of composition C36H62BrN3NaSi from OMol25. Energies are from the ωB97M-V functional and the def2-TZVPD basis.

Structure (XYZ):
```
104
Properties=species:S:1:pos:R:3:forces:R:3
Na -0.312341 0.584809 -1.655897 0.3 0.0 0.0
N -0.614252 3.122615 1.256314 0.0 0.0 0.0
C 0.552510 3.976050 1.058706 -0.1 0.0 0.0
C 1.775306 3.129589 0.750536 -0.1 0.0 0.0
N 1.653418 2.436632 -0.528066 0.1 -0.1 0.0
C 1.988270 3.259640 -1.693523 0.0 0.0 0.0
C 0.784518 3.603874 -2.560410 0.0 0.0 0.0
N 0.231724 2.386889 -3.129268 -0.1 0.1 0.0
H -0.760132 2.529193 0.441922 0.1 0.0 0.0
H -1.461385 3.671266 1.337498 0.0 0.0 0.0
H 0.748000 4.533856 1.979521 0.0 0.0 0.0
H 0.422785 4.719084 0.257173 0.0 0.0 0.0
H 1.871316 2.383645 1.539463 0.0 0.0 0.0
H 2.670374 3.770646 0.779782 0.0 0.0 0.0
H 2.227110 1.601485 -0.530203 0.0 0.1 0.0
H 2.705889 2.718094 -2.317020 0.0 0.0 0.0
H 2.474213 4.189230 -1.370689 0.0 0.0 0.0
H 1.106415 4.335852 -3.315686 0.0 0.0 0.0
H 0.018916 4.085982 -1.945266 0.0 0.0 0.0
H 0.916217 1.852508 -3.663243 0.0 0.0 0.0
H -0.584261 2.553041 -3.704477 0.0 0.1 0.0
C 0.742420 -1.092894 -3.751164 0.0 0.0 0.1
C 1.562006 -1.234956 -2.599903 -0.1 0.0 -0.2
C 2.684218 -0.385485 -2.757220 -0.1 0.0 0.0
C 2.565255 0.260380 -4.008973 -0.1 0.0 0.0
C 1.366584 -0.180547 -4.621617 0.0 0.1 0.1
C 0.840982 0.284214 -5.951937 0.0 0.0 0.0
C 3.523930 1.257721 -4.601441 0.0 0.0 0.0
C 3.846748 -0.284280 -1.806377 0.0 0.0 0.0
C 1.406932 -2.366682 -1.620356 0.0 0.1 0.0
C -0.476233 -1.926650 -4.043496 0.1 0.0 0.0
H 1.077634 -0.406364 -6.771006 0.0 0.0 0.0
H 1.263399 1.255760 -6.228744 0.0 0.0 0.0
H -0.248542 0.400145 -5.943485 0.0 0.0 0.0
H 3.048886 2.219501 -4.845451 0.0 0.0 0.0
H 3.978991 0.897122 -5.531150 0.0 0.0 0.0
H 4.344553 1.475575 -3.912748 0.0 0.0 0.0
H 4.648122 -1.000105 -2.031983 0.0 0.0 0.0
H 3.539939 -0.478027 -0.772725 0.0 0.0 0.0
H 4.306319 0.710527 -1.822325 0.0 0.0 0.0
H 1.589702 -3.337414 -2.101136 0.0 0.0 0.0
H 0.399452 -2.420116 -1.190441 0.0 0.0 0.0
H 2.106081 -2.283275 -0.787205 0.0 0.0 0.0
H -0.212847 -2.962517 -4.297668 0.0 0.0 0.0
H -1.042755 -1.528221 -4.889429 0.0 0.0 0.0
H -1.167835 -1.984110 -3.195422 0.0 0.0 0.0
C -5.014536 1.540577 -4.672569 0.0 0.0 0.0
C -3.699348 1.026161 -4.736635 0.0 0.0 0.0
C -2.962927 0.898952 -3.591288 0.0 0.0 0.1
C -3.463431 1.271137 -2.309417 0.1 0.0 -0.1
C -2.628956 1.123983 -1.140522 -0.1 0.1 0.1
C -3.242574 1.543712 0.028423 0.0 -0.1 0.0
C -4.562169 2.056037 0.105733 0.0 0.0 0.0
C -5.330793 2.176674 -1.017070 0.0 0.0 0.0
C -4.790777 1.786834 -2.267279 0.0 0.0 0.0
C -5.541799 1.905973 -3.466394 0.0 0.0 0.0
H -5.601687 1.639806 -5.578403 0.0 0.0 0.0
H -3.280332 0.729107 -5.691811 0.0 0.0 0.0
H -1.957081 0.493128 -3.644703 0.0 0.0 0.0
H -2.700370 1.485922 0.971406 0.0 0.0 0.0
H -4.965975 2.359266 1.068476 0.0 0.0 0.0
H -6.341947 2.568147 -0.971883 0.0 0.0 0.0
H -6.552590 2.300016 -3.407752 0.0 0.0 0.0
C 2.715855 -3.191795 2.654959 0.1 0.0 0.1
C 1.233111 -3.301385 3.044388 0.0 0.0 0.0
C 1.141509 -4.035017 4.392020 0.0 0.0 0.0
C 0.571454 -4.181771 1.971225 0.1 0.0 0.0
Si 0.370826 -1.585073 3.133391 0.1 0.0 0.0
Br 1.155020 -0.436103 1.351723 -0.1 0.0 0.0
C -1.527610 -1.669156 2.925786 0.0 0.1 0.0
C -2.164176 -0.304344 3.240820 0.0 0.0 0.0
C -2.146520 -2.715521 3.868988 0.0 0.0 0.0
C -1.923693 -2.013428 1.478297 -0.1 -0.1 0.0
C 0.964671 -0.568586 4.653846 0.0 0.0 0.0
C 0.694153 0.938079 4.500050 0.1 0.0 0.0
C 0.288772 -1.054059 5.948231 0.0 0.0 0.0
C 2.485959 -0.721299 4.818780 0.0 0.0 0.1
H 3.144499 -4.201208 2.636372 0.0 0.0 0.0
H 3.305566 -2.593616 3.353638 -0.1 -0.1 -0.2
H 2.835372 -2.764164 1.660006 0.0 0.0 0.0
H 1.554011 -5.044925 4.278215 0.0 0.0 0.0
H 0.111237 -4.138147 4.746010 0.1 0.0 0.0
H 1.719766 -3.535089 5.171965 0.0 -0.1 0.0
H 1.133074 -5.120316 1.892688 0.0 0.0 0.0
H 0.592895 -3.705228 0.989601 0.0 0.0 0.0
H -0.460975 -4.437347 2.211055 0.0 0.0 0.0
H -2.127598 -0.066371 4.306489 0.0 0.0 0.0
H -3.218702 -0.335523 2.944516 0.0 0.0 0.0
H -1.693824 0.510567 2.681692 0.0 -0.1 0.1
H -1.886896 -2.547067 4.918362 0.0 0.0 -0.1
H -1.856491 -3.734962 3.607945 0.0 0.0 0.0
H -3.237843 -2.657471 3.786280 0.0 0.0 0.0
H -1.655420 -1.227381 0.774485 0.1 0.1 0.0
H -3.014819 -2.104227 1.426877 0.0 0.0 0.0
H -1.495996 -2.950576 1.124600 0.0 0.1 0.0
H -0.362666 1.186603 4.469836 -0.1 0.0 0.0
H 1.153572 1.338795 3.594722 0.0 0.0 0.0
H 1.136077 1.458970 5.358240 0.0 0.0 0.0
H -0.788526 -0.870929 5.945473 0.1 0.0 0.0
H 0.711378 -0.505873 6.799212 0.0 0.0 0.0
H 0.449438 -2.118169 6.132377 0.0 0.1 0.0
H 3.023972 -0.425154 3.914145 0.0 0.0 0.0
H 2.778058 -1.741710 5.076748 0.0 0.1 0.0
H 2.820297 -0.068761 5.633887 0.0 0.0 0.0
```
Positions in Å, forces in eV/Å.

Output
Multiplicity   1
Net charge   -1
ΔE to the lowest compared entry with this formula, charge and spin   0.0 kJ/mol
Max |F|   0.00672 hartree/bohr
Frontier orbital gap   5.7 eV
Electronic energy   -125148.921 eV

Atomic partial charges in e from the Löwdin method, atoms 1 to 99: 0.255, 0.021, -0.281, -0.252, -0.051, -0.208, -0.252, 0.025, 0.026, 0.064, 0.104, 0.097, 0.062, 0.108, 0.057, 0.102, 0.111, 0.104, 0.103, 0.050, 0.080, -0.276, -0.279, -0.254, -0.281, -0.280, -0.064, -0.078, -0.074, -0.092, -0.063, 0.068, 0.061, 0.056, 0.060, 0.068, 0.056, 0.071, 0.038, 0.056, 0.077, 0.052, 0.023, 0.070, 0.059, 0.066, -0.116, -0.103, -0.066, -0.211, -0.077, -0.189, -0.118, -0.083, -0.193, -0.066, 0.087, 0.090, 0.074, 0.039, 0.086, 0.093, 0.098, -0.115, -0.619, -0.095, -0.097, 0.472, 0.641, -0.617, -0.100, -0.092, -0.102, -0.622, -0.109, -0.091, -0.112, 0.086, 0.055, 0.047, 0.085, 0.069, 0.060, 0.088, 0.066, 0.063, 0.066, 0.090, 0.059, 0.065, 0.062, 0.087, 0.045, 0.092, 0.056, 0.062, 0.038, 0.084, 0.065



Here is a cluster of 3 separate species, C36H62Cl2N4O7PS6 in total in a non-equilibrium geometry from OMol25. Energies are from the ωB97M-V functional and the def2-TZVPD basis.

Structure (XYZ):
```
118
Properties=species:S:1:pos:R:3:forces:R:3
C 1.673846 1.133548 0.329447 0.1 1.0 0.1
C 0.332109 1.908180 0.288689 0.0 -0.6 -0.4
C -0.921355 1.058091 0.568811 0.1 0.6 0.0
C -1.220175 0.741388 2.051211 -0.1 0.0 -1.7
N -0.306177 -0.269835 2.650186 -0.3 0.9 1.8
C -0.968320 -1.548009 2.917711 0.2 -1.2 -1.3
C -1.154063 -2.323947 1.573152 0.1 1.4 -0.3
C -2.510641 -2.053245 0.902725 -0.3 -0.9 0.2
C -3.097393 -3.207911 0.011446 -0.2 0.6 0.3
C -3.140571 -2.782793 -1.449695 0.0 -0.2 -0.4
C -4.218812 -2.009756 -1.803254 -0.7 1.2 0.8
P -5.526033 -1.441360 -0.608209 -1.3 -1.2 0.1
O -6.748989 -2.264135 -0.721128 0.0 -0.3 -0.2
C -4.442379 -1.558471 -3.113392 -0.7 0.4 -0.2
Cl -5.834728 -0.604502 -3.514296 0.2 -0.2 0.1
C -3.608648 -1.851716 -4.132674 -0.1 0.1 0.1
C -2.486915 -2.613994 -3.834085 0.3 0.1 -0.9
C -1.596473 -2.901376 -4.919131 -0.9 0.3 0.8
Cl -1.958775 -2.283756 -6.478807 0.2 -0.3 0.1
C -0.502687 -3.644478 -4.677224 0.9 0.4 -1.6
S 0.594763 -4.005516 -6.043246 0.3 -0.1 0.4
N -0.231547 -4.084181 -3.403055 0.2 -0.7 -0.4
S 1.209576 -5.050287 -3.217542 0.4 -0.3 0.4
C -1.010303 -3.815254 -2.325994 0.7 0.1 -0.3
S -0.371334 -4.452149 -0.807426 -0.6 0.1 0.6
C 1.159015 -3.529792 -0.409899 0.4 0.0 -0.4
C 1.363255 -2.236024 -1.193775 0.4 1.0 -0.7
O 0.477783 -1.518408 -1.582189 0.3 -0.9 0.5
O 2.672970 -1.845169 -1.392298 -0.9 -0.7 0.4
C 3.414950 -2.684232 -2.262998 1.5 -0.3 -1.0
C 4.896152 -2.286469 -2.179634 -0.5 0.3 1.6
C 5.562324 -2.929751 -0.959840 0.6 -0.1 -0.2
O 5.533173 -2.699635 -3.388636 0.4 -0.1 0.0
C 6.785901 -2.208301 -3.544623 1.5 1.3 0.1
O 7.238877 -1.272331 -2.917614 -0.9 -0.9 -0.2
C 7.659205 -2.873040 -4.601497 0.0 -0.2 -0.4
S 7.117627 -2.298696 -6.260328 -0.5 -0.1 -0.2
C -2.205791 -3.077761 -2.520425 0.0 -0.5 0.9
C 0.266295 0.277798 3.813282 0.0 0.4 0.6
S 0.032180 -0.270643 5.328589 0.0 -0.2 0.0
S 1.338292 1.732960 3.649165 -0.2 -0.1 -0.7
C 0.312266 3.098519 4.318920 -1.1 -0.2 0.1
C 0.179168 4.300589 3.374818 0.8 0.6 0.1
C 1.489634 4.724376 2.655271 -0.4 0.4 -0.2
H 2.426767 1.808437 0.756313 0.0 -0.2 -0.1
H 1.659384 0.251091 0.972395 -0.1 0.0 -0.3
H 2.008988 0.924586 -0.690408 -0.1 -0.4 0.2
H 0.356818 2.783879 0.939892 0.0 -0.2 0.1
H 0.220539 2.285284 -0.737955 0.0 0.1 0.2
H -1.780926 1.641053 0.198429 0.1 -0.2 0.1
H -0.860385 0.163767 -0.063911 -0.1 -0.1 0.3
H -2.255670 0.372943 2.082327 0.3 -0.2 0.3
H -1.237508 1.683703 2.604066 0.3 -0.2 0.1
H -0.305950 -2.174432 3.517873 -0.1 0.4 0.2
H -1.934787 -1.449071 3.428742 0.2 0.1 0.1
H -0.928279 -3.387659 1.676310 -0.4 0.1 0.3
H -0.387574 -1.895957 0.914250 0.0 -0.3 0.1
H -2.521096 -1.145937 0.290628 0.3 0.0 0.2
H -3.228018 -1.857490 1.712490 0.0 -0.2 -0.2
H -4.141899 -3.303818 0.322749 0.1 -0.3 -0.2
H -2.684530 -4.192910 0.211195 0.2 0.2 -0.1
H -5.861242 -0.100284 -0.881971 1.0 0.1 0.2
H -5.003931 -1.601650 0.688894 0.3 0.8 -0.3
H -3.824076 -1.468207 -5.117605 0.1 -0.1 0.1
H 0.770073 -2.746523 -6.513541 -0.3 -0.2 0.3
H 1.086450 -5.941882 -4.230919 -0.5 0.4 0.1
H 2.001113 -4.223453 -0.483379 -0.1 0.2 -0.3
H 1.115410 -3.250958 0.650169 -0.3 0.0 -0.2
H 3.123651 -2.546742 -3.315638 -0.3 0.0 0.3
H 3.366788 -3.750422 -2.016282 -0.4 0.2 0.1
H 4.914483 -1.203475 -2.015495 0.2 0.0 -0.6
H 6.620717 -2.658242 -0.897260 -0.2 0.1 -0.1
H 5.545000 -4.025762 -1.025626 -0.3 0.2 0.1
H 5.114788 -2.573908 -0.026468 -0.2 -0.2 -0.2
H 8.686588 -2.538380 -4.470388 -0.2 0.1 0.3
H 7.664670 -3.964507 -4.528660 -0.3 0.2 -0.1
H 8.269114 -1.966004 -6.879997 0.0 -0.2 0.6
H -0.691405 2.676844 4.456051 0.2 0.0 0.2
H 0.626935 3.388440 5.324097 0.3 -0.1 -0.2
H -0.139144 5.158041 3.982518 -0.1 -0.3 0.0
H -0.616377 4.162582 2.634617 0.1 -0.3 0.1
H 1.351011 4.600039 1.576232 0.4 -0.2 0.2
H 2.376066 4.186977 3.001383 -0.2 -0.1 -0.2
H 1.703736 5.791386 2.785480 -0.1 -0.2 0.1
C -1.954049 2.874173 10.512199 0.1 0.0 0.2
C -1.402155 1.882192 9.492481 -0.3 0.3 -0.1
C -0.584341 2.537569 8.369261 0.2 -0.3 -0.1
O -1.356966 3.200617 7.379958 0.1 0.1 0.1
C -1.801606 4.497539 7.737649 -0.2 -0.1 -0.2
N -2.511308 1.082326 8.962074 0.2 -0.1 -0.2
H -2.829635 3.407100 10.142506 0.0 0.0 -0.1
H -2.260304 2.349939 11.417590 0.0 0.0 -0.1
H -1.197927 3.609895 10.795106 0.0 0.0 0.0
H -0.726108 1.209625 10.028554 0.1 0.0 -0.1
H -0.051190 1.745774 7.834878 -0.1 0.0 -0.1
H 0.181744 3.213304 8.771999 -0.1 0.1 0.1
H -1.067851 5.023603 8.354426 0.0 0.0 0.1
H -2.761649 4.448703 8.255208 0.1 0.1 0.1
H -1.952105 5.063729 6.817350 0.1 0.0 0.0
H -2.134798 0.347645 8.368498 0.0 -0.1 0.1
H -3.032321 1.672227 8.317825 -0.1 0.0 0.1
C -0.665058 3.121222 -4.548994 0.1 0.1 0.2
C -0.303251 1.792999 -5.206063 -0.2 0.3 0.0
C 0.152680 1.924815 -6.667225 0.1 -0.2 0.0
O -0.890936 2.153235 -7.593538 0.1 0.1 0.1
C -1.341110 3.496612 -7.673734 -0.2 -0.1 -0.1
N -1.440720 0.873855 -5.076893 0.0 -0.2 0.0
H -1.645255 3.483972 -4.856339 0.0 0.0 -0.1
H -0.693431 3.007971 -3.464375 0.0 0.0 0.0
H 0.074154 3.889754 -4.782289 0.0 0.0 0.0
H 0.537633 1.373669 -4.644337 0.0 -0.1 -0.1
H 0.600627 0.972008 -6.967752 -0.1 0.0 0.0
H 0.935911 2.685634 -6.774642 -0.1 0.1 0.1
H -0.523977 4.208217 -7.530310 0.0 0.0 0.1
H -2.134594 3.682783 -6.947155 0.1 0.2 0.0
H -1.762160 3.646622 -8.667213 0.1 -0.1 0.0
H -1.162263 -0.042323 -5.414972 0.1 0.1 0.0
H -2.149223 1.173089 -5.743840 0.0 0.1 0.1
```
Positions in Å, forces in eV/Å.

Output
Multiplicity   1
Net charge   +1
ΔE to the lowest compared entry with this formula, charge and spin   92.6 kJ/mol
Max |F|   0.03927 hartree/bohr
Frontier orbital gap   5.1 eV
Electronic energy   -157965.465 eV

Atomic partial charges in e from the Löwdin method, atoms 1 to 99: -0.117, -0.236, -0.180, -0.155, -0.170, -0.225, -0.179, -0.184, -0.162, -0.114, -0.241, 0.719, -0.419, -0.594, 0.772, -0.089, -0.132, -0.581, 0.825, -0.624, 0.817, -0.369, 0.904, -0.424, 1.023, -0.319, -0.487, 0.140, 0.005, -0.163, -0.318, -0.013, 0.025, -0.549, 0.112, -0.425, 0.720, -0.051, -1.054, 0.721, 0.877, -0.464, -0.295, -0.118, 0.060, 0.051, 0.062, 0.062, 0.098, 0.116, 0.082, 0.117, 0.100, 0.091, 0.117, 0.091, 0.076, 0.096, 0.096, 0.085, 0.080, 0.015, 0.021, 0.084, -0.093, -0.081, 0.077, 0.094, 0.138, 0.088, 0.160, 0.085, 0.094, 0.096, 0.086, 0.081, -0.139, 0.064, 0.076, 0.103, 0.093, 0.059, 0.056, 0.070, -0.071, -0.428, -0.209, -0.213, -0.102, 0.042, 0.064, 0.077, 0.079, 0.137, 0.097, 0.122, 0.093, 0.076, 0.084



- What is the electronic energy in the first record?
  -125148.921 eV



- Number 2 is which compound?
  C36H62Cl2N4O7PS6



- Which value of frontier orbital gap does entry 1 give?
  5.7 eV



- The highest electronic energy belongs to which entry?
  C36H62BrN3NaSi